Entry from OMol25: a structure of composition C7H17F3HgN2O8S in a non-equilibrium geometry (ωB97M-V/def2-TZVPD).

Last column: natural (NBO) charge in e.
Atoms and positions in Å:
Hg: 1.45 -1.20 0.22  1.64
S: 1.42 2.07 2.11  2.37
F: -0.53 0.98 3.55  -0.34
F: -1.25 2.12 1.88  -0.34
F: -0.46 3.15 3.65  -0.34
O: 1.52 3.39 1.52  -1.01
O: 1.68 -1.91 2.35  -1.28
O: -1.02 -0.96 -0.17  -0.63
O: 1.71 -3.22 -0.73  -1.30
O: 3.90 -1.29 0.25  -1.28
O: 2.30 1.89 3.24  -0.97
O: 1.32 0.97 1.18  -1.02
O: 1.37 -0.31 -2.05  -0.58
N: -2.12 -1.15 1.78  -0.45
N: 0.60 0.90 -3.77  -0.45
C: -2.00 -0.74 0.51  0.55
C: -1.29 -2.26 2.30  -0.43
C: -0.30 2.10 2.83  0.68
C: -2.96 -0.49 2.75  -0.41
C: 0.78 1.39 -5.11  -0.39
C: -0.71 1.00 -3.14  -0.42
C: 1.54 0.16 -3.13  0.55
H: 1.78 1.18 -5.49  0.21
H: 1.74 -1.03 2.75  0.42
H: -2.87 0.59 2.64  0.21
H: 1.28 -3.62 -1.49  0.40
H: -1.95 -2.95 2.83  0.15
H: 2.46 0.03 -3.73  0.10
H: -1.47 1.33 -3.85  0.18
H: 4.07 -0.89 -0.61  0.38
H: -2.92 -0.25 0.12  0.08
H: 0.53 2.45 -5.20  0.18
H: -0.60 1.72 -2.32  0.22
H: -4.01 -0.80 2.57  0.16
H: -2.76 -0.71 3.79  0.22
H: -0.70 -2.75 1.53  0.27
H: -1.00 0.02 -2.78  0.24
H: 0.04 0.92 -5.77  0.17
H: -0.59 -1.85 3.03  0.25

The value obtained for the HOMO energy is 0.012 eV. Its charge is -2. As for the energy above the lowest of the compared OMol25 structures with the same formula, charge and spin: 8.33 kcal/mol. The calculation puts the LUMO energy at 4.3 eV. The value obtained for the gap between HOMO and LUMO is 4.33 eV.

***

Entry from OMol25: a cluster of 2 separate species, C3H4OS in total in a non-equilibrium geometry (ωB97M-V/def2-TZVPD).

Last column: natural (NBO) charge in e.
Atoms and positions in Å:
S: 2.38 -0.98 1.40  0.08
O: -1.37 -0.79 -1.32  -0.49
C: 0.26 0.66 0.44  -0.80
C: -0.62 -1.66 -1.02  0.42
C: 0.98 -0.66 0.58  -0.12
H: -0.87 -2.70 -1.06  0.14
H: -0.50 0.62 -0.41  0.27
H: -0.43 0.86 1.27  0.26
H: 0.88 1.57 0.48  0.24

The value obtained for the HOMO energy (alpha / beta) is -7.935 / -8.086 eV. As for the energy above the lowest of the compared OMol25 structures with the same formula, charge and spin: 95.01 kcal/mol. The calculation puts the LUMO energy (alpha / beta) at -0.5 / -0.6 eV. The value obtained for the gap between HOMO and LUMO (alpha / beta) is 7.43 / 7.45 eV.

***

Entry from OMol25: a structure of composition C3H5AuLiO4 in a non-equilibrium geometry (ωB97M-V/def2-TZVPD).

Last column: Löwdin spin population.
Atoms and positions in Å:
Au: 1.83 0.48 -0.73  0.36
O: -2.22 0.18 -0.15  0.05
O: -0.59 1.92 0.00  0.86
O: -0.22 -0.22 0.67  0.02
O: -0.42 0.26 -1.59  0.47
C: 0.40 -1.50 0.39  0.02
C: 1.88 -1.42 0.00  0.16
C: -0.90 0.52 -0.39  0.01
Li: 1.53 0.23 2.10  0.01
H: 2.08 -2.23 -0.73  0.01
H: -0.20 -1.97 -0.41  0.00
H: -2.76 0.91 -0.49  0.00
H: 0.25 -2.02 1.35  0.00
H: 2.51 -1.67 0.88  0.02

The value obtained for the HOMO energy (alpha / beta) is -14.257 / -14.105 eV. Its expectation value of S² is 2.022. Its charge is +1. The spin multiplicity is 3. The calculation puts the LUMO energy (alpha / beta) at -5.1 / -7.4 eV. The value obtained for the gap between HOMO and LUMO (alpha / beta) is 9.11 / 6.72 eV.

***

Entry from OMol25: a cluster of 9 separate species, C11H38ClO12 in total in a non-equilibrium geometry (ωB97M-V/def2-TZVPD).

Last column: natural (NBO) charge in e.
Atoms and positions in Å:
Cl: 9.85 14.61 17.81  2.56
O: 7.98 12.02 20.64  -0.73
O: 10.30 13.99 16.59  -0.88
O: 10.85 14.49 18.83  -0.87
O: 11.01 20.13 16.14  -0.73
O: 12.87 16.51 16.18  -0.72
O: 11.98 11.28 16.49  -0.74
O: 8.61 13.96 18.21  -0.90
O: 9.64 16.00 17.65  -0.90
O: 4.30 15.87 19.33  -0.75
O: 8.16 18.30 19.46  -0.73
O: 8.15 12.04 15.67  -0.73
O: 11.01 15.57 12.37  -0.72
C: 8.39 12.90 21.63  -0.05
C: 8.06 10.85 16.42  -0.07
C: 6.98 9.93 15.95  -0.63
C: 13.07 12.00 17.03  -0.25
C: 10.13 19.50 17.06  -0.26
C: 8.65 17.91 20.69  -0.24
C: 13.45 17.51 16.97  -0.06
C: 5.71 15.65 19.25  -0.24
C: 9.82 12.47 22.06  -0.63
C: 10.59 15.95 13.66  -0.25
C: 14.50 18.13 16.08  -0.62
H: 9.61 15.53 13.89  0.16
H: 9.42 20.20 17.51  0.16
H: 8.97 10.25 16.51  0.15
H: 10.57 19.08 17.96  0.16
H: 8.20 12.43 19.80  0.49
H: 12.75 12.79 17.70  0.18
H: 8.18 18.47 21.49  0.17
H: 8.41 12.72 16.30  0.50
H: 7.88 11.16 17.45  0.16
H: 10.62 12.65 21.34  0.22
H: 10.42 17.03 13.70  0.15
H: 13.66 12.51 16.26  0.16
H: 9.56 18.73 16.56  0.20
H: 4.00 16.59 18.78  0.47
H: 8.28 13.94 21.33  0.16
H: 15.26 17.35 15.97  0.20
H: 10.13 13.05 22.93  0.19
H: 12.78 18.34 17.20  0.15
H: 11.39 20.92 16.53  0.46
H: 11.31 11.91 16.20  0.49
H: 14.09 18.49 15.14  0.22
H: 8.47 17.61 18.87  0.49
H: 13.66 11.32 17.64  0.16
H: 6.13 16.28 18.46  0.18
H: 5.95 14.59 19.17  0.19
H: 6.79 9.09 16.61  0.21
H: 7.74 12.81 22.50  0.15
H: 6.95 9.64 14.90  0.20
H: 10.18 15.65 11.89  0.45
H: 9.72 11.42 22.35  0.20
H: 14.99 18.93 16.63  0.19
H: 6.03 10.47 16.01  0.20
H: 11.32 15.70 14.41  0.21
H: 8.51 16.85 20.88  0.16
H: 9.74 18.01 20.68  0.16
H: 13.81 17.20 17.95  0.15
H: 12.19 16.12 16.73  0.48
H: 6.11 16.05 20.17  0.16

The value obtained for the HOMO energy is -7.209 eV. Its charge is -1. As for the energy above the lowest of the compared OMol25 structures with the same formula, charge and spin: 26.74 kcal/mol. The calculation puts the LUMO energy at 2.6 eV. The value obtained for the gap between HOMO and LUMO is 9.84 eV.

***

Entry from OMol25: a structure of composition C16H28AgCuO18S3 in a non-equilibrium geometry (ωB97M-V/def2-TZVPD).

Last column: Löwdin spin population.
Atoms and positions in Å:
Ag: -1.16 -3.11 0.56  0.01
Cu: -0.66 -0.79 3.37  0.00
S: 5.61 -4.60 1.26  0.00
S: 4.68 1.62 4.28  0.00
S: -0.30 -2.02 -6.63  0.00
O: 4.05 -4.16 1.01  0.00
O: 0.43 -3.30 -6.77  0.00
O: 6.37 -3.97 0.18  0.00
O: -1.48 -1.95 -5.45  0.00
O: 4.24 2.92 4.63  0.00
O: 6.04 1.19 4.60  0.00
O: 0.60 -0.91 -5.84  0.00
O: 3.46 0.54 4.50  0.00
O: -4.39 1.06 1.87  0.00
O: -1.83 -1.24 -0.73  0.80
O: -1.87 5.27 0.87  0.00
O: 5.75 -3.57 2.65  0.00
O: -4.89 1.00 -0.30  0.00
O: 0.45 -1.56 1.42  0.01
O: 5.69 -6.01 1.61  0.00
O: 4.42 1.41 2.62  0.00
O: -2.22 3.28 1.93  0.00
O: -0.88 -1.36 -7.85  0.00
C: 4.60 -2.79 2.70  0.00
C: -4.93 -1.01 0.71  0.00
C: 3.03 1.37 2.33  0.00
C: -1.97 3.95 0.88  0.00
C: -1.21 5.83 -0.28  0.00
C: 3.47 -3.72 2.21  0.00
C: -1.57 3.48 -0.55  0.00
C: -5.89 -0.96 -0.40  0.00
C: 2.37 0.73 3.56  0.00
C: -4.63 0.46 0.83  0.00
C: -1.34 4.75 -1.30  0.00
C: -0.68 -0.41 -0.80  0.09
C: 0.41 -0.90 -4.43  0.00
C: 0.44 -0.59 0.32  0.00
C: -5.46 0.23 -1.25  0.00
C: -1.00 -1.42 -4.23  0.00
H: 2.92 0.75 1.44  0.00
H: 0.50 0.35 0.86  0.00
H: 4.73 -1.83 2.19  0.00
H: -6.92 -0.86 -0.04  0.00
H: -0.19 6.18 -0.13  0.00
H: -1.34 -2.10 -3.45  0.00
H: -0.61 2.96 -0.51  0.00
H: 1.74 -0.14 3.39  0.00
H: -1.89 6.53 -0.75  0.00
H: -6.36 0.80 -1.48  0.00
H: -5.13 -1.54 1.64  0.00
H: -0.53 4.82 -2.02  0.00
H: -1.73 -0.70 -3.88  0.00
H: 4.47 -2.57 3.76  0.00
H: 2.66 2.36 2.07  0.00
H: -5.94 -1.91 -0.93  0.00
H: -2.34 2.76 -0.83  0.00
H: 0.45 0.12 -4.04  0.00
H: 2.59 -3.09 2.09  0.00
H: -0.37 -0.54 -1.84  0.05
H: 1.18 -1.40 -3.84  0.00
H: 3.21 -4.61 2.78  0.00
H: -0.96 0.65 -0.80  0.03
H: 1.72 1.41 4.11  0.00
H: -3.93 -1.39 0.50  0.00
H: -2.20 4.92 -1.95  0.00
H: -4.78 0.01 -2.08  0.00
H: 1.31 -0.69 -0.32  0.00

The value obtained for the HOMO energy (alpha / beta) is -12.632 / -12.631 eV. Its expectation value of S² is 0.755. Its charge is +1. The spin multiplicity is 2. The calculation puts the LUMO energy (alpha / beta) at -5.9 / -6.8 eV. The value obtained for the gap between HOMO and LUMO (alpha / beta) is 6.69 / 5.81 eV.

***

Entry from OMol25: the ion C3H6BrO4S with charge -1 (ωB97M-V/def2-TZVPD).

Last column: natural (NBO) charge in e.
Atoms and positions in Å:
Br: 0.08 -2.53 -0.89  -0.12
S: -2.29 0.86 0.18  2.57
O: -1.82 1.56 -0.99  -1.01
O: -3.69 0.53 0.20  -0.99
O: -1.75 1.36 1.44  -1.03
O: -1.63 -0.67 0.05  -0.75
C: 2.16 -0.16 -0.11  -0.61
C: 0.68 0.21 -0.23  -0.48
C: -0.27 -0.89 0.18  0.16
H: 0.46 0.54 -1.25  0.23
H: -0.06 -1.20 1.21  0.17
H: 0.50 1.06 0.43  0.25
H: 2.43 -0.41 0.92  0.19
H: 2.76 0.71 -0.39  0.20
H: 2.44 -0.98 -0.76  0.21

The value obtained for the HOMO energy is -5.567 eV. Its charge is -1. As for the energy above the lowest of the compared OMol25 structures with the same formula, charge and spin: 0.00 kcal/mol. The calculation puts the LUMO energy at 3.1 eV. Its structure (SMILES) is CC[C@H](Br)OS(=O)(=O)[O-]. The value obtained for the gap between HOMO and LUMO is 8.67 eV.